Record 1
Molecular formula: C5H8N2O
Method: DFT, ωB97M-V/def2-TZVPD

E_HOMO (eV): -9.4
SMILES: [H]/N=C1/OC[C@@H]2CCN12
Energy (hartree): -379.91752
Gap between HOMO and LUMO (eV): 10.27
Max |F| (eV/Å): 6.5
Relative energy (zero: lowest compared OMol25 entry of this formula, charge and spin) (kcal per mole): 107.1

Element x y z (Å)
N1 2.284 0.166 0.112
H1 -0.993 -1.233 -2.194
H2 -2.150 1.498 0.102
C1 -1.132 -0.512 -0.055
H3 -1.167 0.542 -2.281
O1 0.672 -0.208 -1.422
N2 0.145 -0.649 0.851
H4 2.622 -0.226 1.013
C2 -1.631 0.665 0.762
C3 -0.711 -0.284 -1.458
H5 -1.877 -1.325 0.108
C4 1.054 -0.122 -0.116
H6 -2.290 0.596 1.629
H7 0.158 1.581 1.071
C5 -0.298 0.762 1.337
H8 -0.385 0.556 2.357

---

Record 2
Molecular formula: C47H41CoN2O2P2S3SbSe
Method: DFT, ωB97M-V/def2-TZVPD

E_HOMO (alpha / beta) (eV): -5.7 / -7.2
2S+1: 6
Energy (hartree): -7977.26035
⟨S²⟩: 8.773
Gap between HOMO and LUMO (alpha / beta) (eV): 6.16 / 6.47
Max |F| (eV/Å): 3.0
Relative energy (zero: lowest compared OMol25 entry of this formula, charge and spin) (kcal per mole): 0.0

Element x y z (Å)
H1 -5.043 -4.059 -2.273
H2 -1.025 -4.482 -2.687
H3 0.853 2.393 -4.329
N1 -1.929 -3.125 -1.389
H4 -2.332 -0.215 -3.126
C1 3.853 1.758 2.832
H5 1.056 -5.350 4.672
H6 1.559 -1.468 5.872
C2 2.740 -2.782 -1.906
H7 5.039 2.110 1.077
H8 3.955 3.477 -2.796
H9 -2.949 -4.890 -1.146
C3 0.892 3.002 -0.446
C4 0.295 0.035 5.013
H10 -1.854 5.632 -1.008
H11 -0.950 2.752 6.681
H12 -2.686 -2.203 -3.942
C5 -1.286 -3.403 -2.659
H13 3.316 -1.362 2.780
C6 1.442 -2.167 3.506
C7 -0.408 1.817 6.491
C8 3.233 0.969 0.656
C9 -0.427 1.200 5.208
Se1 -3.485 0.924 -0.322
N2 -0.978 -2.237 0.694
C10 0.202 1.140 7.519
C11 2.931 4.193 -1.130
C12 -1.755 0.283 -3.905
C13 -3.294 2.662 -1.171
H14 -2.085 1.212 -7.163
H15 -4.298 1.888 -2.892
S1 -2.892 -2.480 3.122
C14 3.114 3.365 -2.195
C15 0.814 -3.340 3.965
H16 -2.294 3.662 0.433
C16 -3.874 2.735 -2.445
C17 2.662 1.288 3.363
C18 -0.652 1.085 -3.538
P1 0.490 -0.567 3.301
C19 1.860 3.994 -0.234
C20 -3.198 -3.820 -1.164
H17 -2.863 5.803 -3.284
C21 1.775 0.524 2.543
P2 -0.078 0.840 -1.824
H18 2.387 1.362 4.425
C22 -0.655 1.958 -5.750
H19 1.470 -0.579 8.139
Co1 -1.607 -0.844 2.139
H20 -4.191 -2.503 -2.400
H21 -0.523 -2.668 -2.843
H22 -0.204 2.667 -6.446
H23 -0.980 1.655 4.378
H24 0.051 2.841 0.214
C23 -4.077 -3.565 -2.358
C24 -0.075 1.853 -4.522
H25 4.541 2.316 3.450
H26 -3.738 -3.467 -0.255
H27 -1.962 -3.510 -4.777
H28 3.658 4.942 -0.983
C25 3.469 -3.416 3.284
H29 4.497 -3.477 2.980
C26 2.393 -2.074 -0.724
H30 3.336 -3.680 -1.785
C27 1.476 -1.210 -3.167
H31 2.771 -2.392 0.276
H32 -0.218 -3.374 4.402
H33 2.418 1.632 -3.222
S2 -2.113 1.213 1.325
C28 2.254 2.297 -2.383
H34 3.487 -5.450 4.028
C29 2.790 -2.240 3.158
C30 -1.736 1.181 -6.138
C31 1.552 -4.536 4.162
H35 0.150 1.548 8.518
C32 2.868 -4.538 3.805
C33 0.898 -0.059 7.332
H36 1.064 -0.783 -4.050
C34 2.093 0.404 1.218
C35 -2.653 3.735 -0.566
C36 -2.495 4.836 -1.325
S3 -3.699 1.169 3.549
O1 1.213 -0.335 0.402
C37 2.297 -2.331 -3.142
C38 -2.336 -3.235 -3.799
C39 1.106 2.223 -1.560
Sb1 -4.649 -1.058 3.877
H37 1.608 4.714 0.553
C40 4.151 1.605 1.447
H38 -3.919 4.072 -4.238
C41 1.052 -0.531 6.038
C42 -1.416 -2.527 -0.325
C43 1.083 -0.524 -2.002
C44 -3.723 3.858 -3.187
C45 1.608 -0.961 -0.797
O2 -3.506 -3.989 -3.558
H39 3.271 0.803 -0.405
C46 -2.275 0.338 -5.188
H40 2.533 -2.886 -3.973
H41 -3.206 -0.203 -5.392
C47 -3.032 4.935 -2.596

---

Record 3
Molecular formula: C35H40BrF12I2N3O5PS
Method: DFT, ωB97M-V/def2-TZVPD

E_HOMO (eV): -10.7
Energy (hartree): -7004.90676
Gap between HOMO and LUMO (eV): 6.91
Max |F| (eV/Å): 5.6
Total charge: +1

Element x y z (Å)
C1 0.397 6.348 -2.552
H1 0.154 -2.273 -0.722
C2 -0.474 6.362 -1.465
I1 1.876 -0.957 2.738
C3 -0.181 -7.040 1.760
H2 -5.657 -3.879 -2.985
C4 5.151 -1.268 5.091
F1 2.054 3.283 -5.031
C5 1.889 -0.770 0.529
C6 3.063 3.444 -4.055
C7 -2.385 2.336 -0.517
C8 6.402 -1.816 7.518
H3 4.404 -2.017 8.311
H4 -5.873 0.379 -0.364
C9 4.403 -1.539 6.225
C10 7.164 -1.539 6.386
F2 -3.600 1.631 -0.608
C11 -4.828 -3.370 -2.364
P1 -1.334 -2.765 -2.245
O1 -0.420 -0.318 0.788
C12 2.997 -1.405 -0.050
F3 3.060 -1.539 6.145
H5 -4.524 -4.167 -1.587
C13 -5.680 -0.409 0.427
O2 -0.755 -2.389 -3.828
F4 -0.410 3.157 -1.873
H6 -4.485 -1.124 -3.529
C14 0.705 0.073 -0.123
H7 -6.616 -2.235 -1.735
H8 1.204 7.461 -4.206
H9 -4.978 -0.045 1.265
H10 -1.121 -1.347 3.114
C15 -5.476 -2.055 -1.707
C16 6.539 -1.262 5.173
H11 7.133 -1.042 4.293
C17 -1.305 -1.393 0.315
H12 1.863 1.533 1.082
F5 -2.276 2.574 -2.828
N1 0.899 -6.038 3.449
C18 -0.991 -2.657 1.281
H13 -1.893 7.537 -0.339
N2 0.881 -7.168 2.692
H14 -0.574 5.484 -0.836
C19 -0.228 8.611 -3.090
F6 -1.806 9.716 -1.736
H15 -1.474 -3.629 0.891
H16 -2.468 -2.638 3.077
C20 -0.044 -0.295 -1.486
H17 4.212 2.116 -2.579
C21 2.423 1.973 -0.975
H18 -4.768 0.079 -2.159
H19 8.247 -1.539 6.450
F7 -2.260 0.128 -2.648
H20 4.682 -1.440 1.404
O3 -2.656 -1.040 0.064
H21 0.496 2.363 0.255
H22 0.597 -0.695 -2.364
I2 3.342 -1.309 -2.156
C22 -1.087 8.616 -2.003
H23 -0.943 -1.448 -4.049
F8 2.866 4.554 -3.219
C23 0.522 7.472 -3.362
F9 -0.383 0.941 -3.528
H24 0.977 5.459 -2.766
H25 -6.192 -0.514 -3.176
H26 3.618 -3.028 1.467
O4 -0.884 -5.814 1.957
S1 -0.404 -3.619 3.898
F10 4.280 3.591 -4.789
H27 -3.979 -3.165 -3.092
H28 -3.264 -3.140 -0.148
H29 -0.358 -7.860 1.001
Br1 -0.414 -4.832 -1.853
O5 2.072 1.824 -2.359
H30 4.821 -2.772 0.120
C24 -1.216 7.504 -1.185
H31 6.890 -2.035 8.461
C25 1.296 1.581 0.077
C26 -5.207 -0.823 -2.697
F11 -1.888 2.161 0.762
F12 -2.783 3.707 -0.582
C27 -1.386 -2.426 2.814
C28 5.013 -1.811 7.439
H32 0.137 -2.910 1.296
H33 -5.734 -2.602 0.404
H34 2.706 3.075 -0.778
C29 4.098 -2.219 0.816
H35 -0.150 9.492 -3.716
C30 -1.002 0.702 -2.246
H36 3.325 1.248 -3.915
C31 -3.604 -2.117 0.262
H37 -3.683 -2.288 1.402
C32 -0.176 -5.202 3.010
H38 -6.682 -0.613 0.957
C33 -1.401 2.140 -1.747
C34 3.229 2.131 -3.180
N3 -0.622 -1.635 -1.040
C35 -5.116 -1.810 -0.170
H39 4.645 -1.064 4.156
H40 3.368 1.374 -0.685

---

Record 4
Molecular formula: C2H4N4
Method: DFT, ωB97M-V/def2-TZVPD

E_HOMO (eV): -8.8
SMILES: [H]/N=N/C(N)=C=N
Energy (hartree): -297.53587
Gap between HOMO and LUMO (eV): 9.19
Max |F| (eV/Å): 0.7
Relative energy (zero: lowest compared OMol25 entry of this formula, charge and spin) (kcal per mole): 68.0

Element x y z (Å)
N1 -0.469 -1.210 -0.253
N2 -1.689 -0.958 -0.175
C1 -0.179 1.105 0.083
C2 0.381 -0.097 -0.024
H1 -1.144 2.520 0.895
H2 -2.181 -1.835 -0.383
N3 1.780 -0.276 0.077
H3 1.998 -1.113 0.605
N4 -0.771 2.166 0.016
H4 2.217 -0.358 -0.836

---

Record 5
Molecular formula: C11H13NO7
Method: DFT, ωB97M-V/def2-TZVPD

E_HOMO (eV): -10.0
SMILES: O=C(O[C@H]1CO[C@H]2OCC[C@H]21)ON1C(=O)CCC1=O
Energy (hartree): -1008.23577
Gap between HOMO and LUMO (eV): 10.27
Max |F| (eV/Å): 7.8

Element x y z (Å)
H1 -1.042 -1.401 1.396
C1 0.223 -1.297 3.863
H2 -0.453 1.258 2.705
C2 -1.291 1.826 -3.168
O1 -1.619 0.800 -0.208
O2 -1.223 -1.252 3.600
H3 -1.293 2.834 -5.025
C3 -0.611 0.817 -5.128
H4 2.982 -1.069 3.265
H5 -2.149 -0.132 1.973
H6 1.282 -2.309 1.438
C4 0.126 0.384 -3.794
H7 0.293 -1.283 4.963
O3 0.390 0.724 -1.417
C5 2.184 -0.880 2.581
H8 2.412 -3.027 2.554
C6 -0.075 0.319 2.247
C7 -0.414 0.680 -0.285
O4 0.755 -2.522 3.472
C8 -1.590 1.842 -4.623
C9 1.627 -2.234 2.464
C10 -1.198 -0.706 2.274
O5 1.049 -0.474 -3.791
C11 0.993 -0.196 3.202
N1 -0.242 1.042 -2.653
O6 -1.824 2.719 -2.527
H9 2.701 -0.342 1.767
H10 0.034 1.178 -5.907
H11 -1.094 -0.100 -5.471
H12 -2.574 1.516 -4.740
O7 0.472 0.649 0.948
H13 1.170 0.637 4.022

---

Record 6
Molecular formula: C19H18N2O3
Method: DFT, ωB97M-V/def2-TZVPD

E_HOMO (eV): -6.8
Energy (hartree): -1069.99775
Gap between HOMO and LUMO (eV): 4.36
Max |F| (eV/Å): 1.6
Relative energy (zero: lowest compared OMol25 entry of this formula, charge and spin) (kcal per mole): 88.9

Element x y z (Å)
O1 2.656 -1.114 4.487
C1 0.897 -1.834 1.323
H1 -0.170 -3.695 -4.777
C2 -2.287 4.291 -0.761
H2 3.169 -3.137 4.699
H3 -0.068 0.284 -3.097
H4 -4.810 2.407 -1.662
C3 -4.433 2.939 -0.778
H5 0.633 -4.621 -2.603
N1 -0.815 1.832 -0.758
H6 1.390 -3.046 3.034
C4 1.462 -2.060 2.565
H7 2.662 1.088 3.196
H8 -0.430 -1.221 -5.052
H9 -4.817 2.403 0.102
C5 0.544 -1.291 -1.753
C6 0.799 -2.696 -1.658
H10 -2.615 0.879 -0.827
C7 -0.128 3.020 -0.663
H11 0.780 0.698 -1.023
N2 -0.905 4.181 -0.729
C8 -2.947 2.995 -0.770
C9 2.116 -1.001 3.246
C10 0.049 -3.025 -3.945
H12 0.296 -2.617 0.864
O2 1.091 3.123 -0.530
H13 2.923 -2.158 6.183
C11 -0.119 -1.637 -4.092
C12 1.081 -0.594 0.640
H14 1.700 1.464 0.923
H15 1.244 -3.107 -0.752
C13 1.663 0.476 1.388
C14 0.737 -0.342 -0.710
C15 0.100 -0.792 -3.016
H16 -4.848 3.950 -0.776
H17 1.503 -2.716 5.235
C16 2.546 -2.374 5.184
H18 -0.376 5.038 -0.682
C17 0.503 -3.543 -2.724
C18 -2.145 1.871 -0.786
O3 -2.817 5.402 -0.780
C19 2.188 0.283 2.637

---

Q: The highest max |F| belongs to which entry?
A: C11H13NO7